Entry 1:
The following is a quantum chemistry calculation of 8 unconnected molecules or ions with the total composition C55H110N6O11, from the OMol25 dataset.

As for the total charge: +4. The maximum force comes out at 9.216 eV/Å. The LUMO energy comes out at -0.41366 Eh. As for the energy relative to the best compared isomer or geometry (same formula, charge and spin): 94.3 kcal per mole. The HOMO energy comes out at -0.523 Ha. Its multiplicity is 1. The HOMO-LUMO gap comes out at 0.1093 hartree.

Element x y z (Å)
O: -1.324 -0.783 0.234
O: 2.899 1.442 0.337
O: 4.229 1.679 2.062
O: 0.773 -0.355 -0.281
O: 1.473 -0.563 -6.402
O: -0.332 0.898 1.112
O: -3.999 -3.072 -1.050
O: -1.641 0.036 6.747
O: -6.812 3.208 3.766
O: 2.768 -1.918 2.297
O: 2.153 0.932 2.330
N: 2.745 -0.865 -6.058
N: -1.004 -1.176 6.482
N: 3.493 -3.037 1.832
N: 0.032 4.366 -1.664
N: -3.755 -2.034 -1.855
N: -5.664 3.206 3.047
C: -0.132 2.332 -2.946
C: -4.911 -1.068 -1.992
C: 4.934 -3.165 2.349
C: 5.509 -1.470 -5.229
C: 4.915 -1.985 -6.529
C: 5.886 -2.170 1.594
C: 1.576 -3.883 0.458
C: 5.050 -3.032 3.858
C: -5.318 4.461 2.160
C: 0.672 5.798 -1.660
C: -1.374 -2.772 -2.527
C: 1.223 -0.848 7.651
C: 2.147 5.832 -1.143
C: -3.388 -3.086 -4.072
C: -2.314 -0.825 -3.555
C: 3.210 -0.484 -4.655
C: -0.309 -0.087 0.433
C: -3.983 1.967 1.686
C: -1.519 2.911 -2.919
C: 3.068 -3.658 0.526
C: -3.548 -0.070 -3.939
C: 0.037 3.796 -0.247
C: 3.151 1.336 1.555
C: -0.912 -1.644 5.005
C: 2.809 7.229 -1.184
C: 3.486 -2.704 -0.695
C: -0.097 -1.712 7.572
C: -5.371 -0.671 -0.579
C: 3.119 -2.065 -8.275
C: 0.772 3.400 -2.530
C: 2.015 -0.741 -3.625
C: -3.734 4.472 1.747
C: 4.396 -1.366 -4.222
C: -0.776 -1.567 8.956
C: -5.596 0.838 3.360
C: 3.545 1.019 -4.584
C: 5.550 -4.577 1.995
C: 4.289 0.158 -7.704
C: 0.314 -3.132 7.311
C: -2.388 -1.654 4.468
C: -3.559 2.305 4.205
C: -0.152 -0.562 4.242
C: 3.737 -5.034 0.319
C: 3.783 -1.186 -7.141
C: -0.404 -3.113 4.947
C: -5.598 5.776 2.851
C: -6.137 4.255 0.867
C: 5.244 -5.146 0.605
C: -4.375 0.228 -2.721
C: -2.709 -2.229 -2.980
C: 0.799 -3.337 5.853
C: -4.688 2.048 3.113
C: -6.091 -1.636 -2.789
C: -3.156 3.131 1.259
C: -1.373 4.299 -2.359
H: 6.747 -1.938 2.221
H: 1.149 -3.478 7.920
H: -0.497 0.469 4.312
H: -1.689 -0.222 -2.895
H: -1.184 -3.797 5.280
H: -2.627 -3.650 -4.612
H: 1.489 0.863 1.641
H: 2.223 7.917 -0.575
H: -0.002 1.437 -2.337
H: -1.583 -3.705 -2.003
H: 4.749 -0.929 -3.288
H: -2.864 -0.686 4.628
H: -7.186 4.350 1.146
H: 5.748 -6.067 0.311
H: 3.227 -5.812 0.887
H: 1.314 -4.541 -0.371
H: 2.687 1.609 -4.907
H: 1.887 -1.161 8.456
H: 2.990 -1.739 -0.594
H: 4.815 0.930 -7.142
H: 6.632 -4.584 2.127
H: 3.883 7.223 -0.997
H: 1.071 3.586 0.025
H: -6.373 -1.039 -3.656
H: -1.692 -1.026 -4.427
H: 2.508 -1.496 -8.976
H: -3.920 -2.635 -4.910
H: -5.863 0.751 4.413
H: -0.175 -2.090 9.699
H: 1.067 -4.387 5.736
H: 4.476 1.390 -5.014
H: 2.649 7.657 -2.173
H: 0.869 -0.469 4.615
H: 1.923 -0.840 6.816
H: -3.098 4.945 2.495
H: 0.994 0.184 7.919
H: -2.486 -1.940 3.421
H: -0.752 -0.513 9.231
H: -0.262 -3.377 3.899
H: -0.794 -2.084 -1.911
H: -4.641 1.813 0.830
H: -4.229 -0.656 -4.556
H: 1.604 2.964 -1.977
H: -0.786 -3.036 -3.406
H: 1.667 -2.809 5.459
H: -1.814 -1.897 8.916
H: -4.972 5.911 3.732
H: 4.466 -2.968 -6.385
H: 3.447 0.674 -8.166
H: 1.103 4.015 -3.367
H: 1.015 -2.975 0.239
H: -0.454 4.576 0.335
H: 2.165 5.566 -0.085
H: -2.133 4.605 -1.640
H: 4.244 -3.476 4.441
H: -6.133 0.109 -0.587
H: -5.984 3.304 0.357
H: -3.379 1.066 1.581
H: -4.053 -3.884 -3.743
H: -3.076 3.211 0.175
H: -0.046 -0.963 3.234
H: 5.113 -5.219 2.760
H: -3.053 -2.337 4.996
H: 4.962 -0.065 -8.531
H: -6.087 -2.675 -3.119
H: -4.510 -0.258 -0.053
H: -6.072 5.065 0.141
H: -7.026 -1.506 -2.245
H: 3.250 -3.118 -1.676
H: -1.340 4.978 -3.211
H: -5.157 -0.111 3.053
H: 2.427 -0.444 -2.661
H: -3.392 3.378 4.297
H: 4.113 -2.412 -4.105
H: -5.768 -1.563 -0.095
H: -2.624 1.759 4.081
H: -2.069 2.988 -3.857
H: -3.948 2.023 5.184
H: 3.886 -2.536 -8.889
H: -3.589 5.167 0.920
H: 5.184 -1.985 4.130
H: 3.710 1.145 -3.514
H: 4.537 -2.436 -0.808
H: 6.248 -2.505 0.622
H: 1.439 0.276 -0.001
H: -2.071 2.232 -2.269
H: -6.555 0.809 2.844
H: 5.348 -1.233 1.448
H: 2.827 5.145 -1.647
H: 5.748 -4.503 -0.117
H: -5.198 0.865 -3.045
H: -2.128 3.077 1.619
H: 0.175 2.093 -3.964
H: 1.290 -4.409 1.369
H: 3.451 -5.374 -0.676
H: 5.763 -2.164 -7.190
H: 5.948 -3.472 4.292
H: 1.583 -1.733 -3.489
H: -0.591 2.912 -0.359
H: -6.607 5.786 3.263
H: -0.412 -3.919 7.514
H: 0.003 6.282 -0.949
H: 6.051 -0.530 -5.326
H: -3.714 0.788 -2.059
H: -3.233 0.783 -4.539
H: 0.403 6.275 -2.602
H: 2.359 -2.796 -7.998
H: 6.084 -2.253 -4.734
H: -5.427 6.580 2.135
H: 1.251 0.011 -3.817

=====

Entry 2:
The following is a quantum chemistry calculation of 5 unconnected molecules or ions with the total composition C55H121N2O3P2, from the OMol25 dataset.

As for the total charge: +3. The maximum force comes out at 3.082 eV/Å. The LUMO energy comes out at -0.19997 Eh. The HOMO energy comes out at -0.545 Ha. Its multiplicity is 1. The HOMO-LUMO gap comes out at 0.3453 hartree.

Element x y z (Å)
P: -9.110 6.564 -7.175
P: -1.290 0.362 -13.087
O: -6.631 3.362 -7.481
O: -5.638 2.151 -5.907
O: -6.363 4.208 -5.375
N: -2.260 4.737 -6.684
N: -6.347 1.619 -1.763
C: -3.613 4.254 -0.977
C: -1.438 7.055 -3.655
C: -4.207 0.751 -9.401
C: -5.327 -0.502 -2.281
C: -7.452 2.168 -0.859
C: -9.801 5.128 -6.357
C: -3.906 0.281 -11.894
C: -8.013 5.313 -9.484
C: -10.547 3.980 -4.125
C: -1.457 5.637 -5.714
C: -10.283 7.901 -6.907
C: -9.825 9.261 -7.447
C: -1.253 2.183 -12.959
C: -4.140 1.326 -10.810
C: -4.300 5.474 -1.575
C: -2.634 0.445 -5.511
C: -6.224 3.244 -6.137
C: -10.352 5.258 -4.951
C: -2.478 -0.305 -11.908
C: -6.968 1.143 -3.068
C: 3.992 0.379 -13.920
C: -11.828 10.772 -7.027
C: -2.083 5.388 -12.885
C: -5.206 2.560 -2.024
C: -11.867 3.278 -4.422
C: -1.916 -1.596 -15.099
C: -2.117 4.346 -13.997
C: -4.071 -1.311 -16.432
C: -1.442 2.727 -5.349
C: -2.625 -1.751 -16.451
C: -3.485 5.477 -7.119
C: -7.970 5.369 -10.999
C: -9.103 6.279 -8.959
C: -6.184 8.037 -4.588
C: -1.757 -0.099 -14.765
C: -3.838 4.742 -8.426
C: -6.041 8.494 -3.141
C: -6.863 4.529 -11.646
C: -2.464 2.920 -13.572
C: -6.095 0.000 -3.533
C: 0.334 -0.360 -12.743
C: -1.923 1.477 -4.616
C: -2.461 4.686 -9.090
C: -7.520 7.080 -6.459
C: -7.548 7.463 -4.984
C: -5.867 0.342 -1.134
C: -2.611 3.470 -5.967
C: 1.513 0.412 -13.380
C: -2.275 6.143 -4.540
C: -10.870 10.156 -8.021
C: -1.417 4.594 -7.908
C: -8.859 4.158 -0.234
C: -4.554 3.083 -0.767
C: -7.850 3.578 -1.234
C: 2.834 -0.351 -13.229
H: -3.038 -0.307 -4.829
H: -0.856 2.369 -6.205
H: -2.532 1.782 -3.758
H: -2.490 -1.389 -12.065
H: -10.581 7.937 -5.858
H: -1.187 4.371 -14.570
H: -0.388 2.476 -13.563
H: -11.926 2.956 -5.461
H: -2.276 5.622 -9.620
H: -3.371 2.116 -10.839
H: -9.763 3.544 -0.222
H: -5.054 0.068 -9.330
H: -1.071 0.432 -15.435
H: -5.938 8.846 -5.287
H: -2.053 -1.262 -17.237
H: -8.265 3.567 -2.247
H: 1.544 1.393 -12.895
H: -9.690 3.323 -4.315
H: -3.613 6.317 -1.641
H: -2.593 5.260 -3.976
H: -5.688 3.309 -2.657
H: -7.053 5.486 -9.009
H: -1.222 5.314 -12.213
H: -0.745 5.419 -8.102
H: -4.522 -1.640 -17.372
H: -2.458 -2.097 -14.295
H: -12.226 9.946 -6.424
H: -7.618 6.382 -11.269
H: -11.226 7.642 -7.409
H: -0.909 -2.017 -15.156
H: -1.068 2.353 -11.896
H: -6.901 6.199 -6.656
H: -3.156 6.587 -4.996
H: -3.493 0.861 -6.040
H: 1.262 0.604 -14.432
H: -6.676 -0.837 -3.913
H: -4.525 2.050 -2.709
H: -2.725 0.387 -14.927
H: -11.303 11.411 -6.314
H: -4.513 5.400 -8.968
H: -3.158 4.563 -0.036
H: -12.656 11.324 -7.457
H: -12.748 3.849 -4.134
H: -5.345 3.411 -0.085
H: -5.075 0.605 -0.437
H: -11.465 9.597 -8.766
H: -11.924 2.391 -3.783
H: -6.338 9.541 -3.061
H: -7.014 2.104 0.135
H: -1.913 -0.027 -6.174
H: -4.666 -1.777 -15.645
H: -0.516 5.137 -5.517
H: -5.178 5.814 -1.025
H: -8.915 5.282 -11.532
H: -8.327 1.540 -0.977
H: -4.237 -0.231 -16.422
H: -4.598 5.265 -2.609
H: -7.979 0.837 -2.805
H: -7.310 7.979 -7.048
H: -7.076 1.974 -3.762
H: -1.932 7.267 -2.717
H: -5.464 7.238 -4.814
H: -4.315 5.400 -6.420
H: 2.934 -0.460 -12.144
H: -11.342 5.738 -4.998
H: -3.166 2.862 -6.679
H: -3.202 6.496 -7.373
H: -2.994 5.454 -12.289
H: -0.839 3.309 -4.661
H: -2.339 3.900 -9.834
H: -1.925 6.342 -13.395
H: -5.464 -1.579 -2.243
H: -4.575 -0.569 -11.753
H: 3.823 0.418 -14.990
H: -6.771 7.954 -2.532
H: -4.125 0.700 -12.879
H: -3.296 2.931 -12.872
H: -7.655 6.549 -4.389
H: -1.061 0.957 -4.193
H: -1.259 7.989 -4.197
H: -2.703 2.383 -14.489
H: -8.973 9.171 -8.137
H: -5.006 1.936 -11.092
H: -10.499 4.262 -3.072
H: -0.434 6.640 -3.561
H: 0.463 -0.305 -11.659
H: -2.777 3.971 -1.627
H: -6.926 3.468 -11.379
H: -8.397 8.106 -4.744
H: -2.885 4.657 -14.709
H: 2.685 -1.351 -13.647
H: -10.088 5.810 -9.047
H: -4.197 3.735 -8.245
H: -6.838 4.603 -12.730
H: -10.526 4.653 -7.033
H: -4.054 2.271 -0.237
H: 0.257 -1.370 -13.150
H: -5.903 4.890 -11.260
H: -6.574 -0.218 -0.523
H: 4.926 -0.122 -13.676
H: -9.844 6.055 -4.395
H: -9.162 5.172 -0.474
H: -4.281 1.499 -8.611
H: -4.250 -0.355 -2.384
H: -6.324 2.479 -7.730
H: -10.496 10.888 -8.745
H: -2.006 -0.238 -10.920
H: -9.074 7.232 -9.491
H: 4.041 1.364 -13.450
H: -2.640 -2.827 -16.635
H: -5.028 8.408 -2.760
H: -7.031 4.300 -1.256
H: -0.921 3.632 -7.956
H: -8.388 4.124 0.749
H: -1.226 6.497 -6.349
H: -3.341 3.677 -5.182
H: -9.251 9.726 -6.629
H: -3.290 0.190 -9.205
H: -9.023 4.346 -6.416
H: -5.420 0.328 -4.321
H: -8.429 4.326 -9.254

=====

Number 1: energy -3315.85068 Eh. Number 2: energy -3185.40103 Eh.